Record 1
{"formula": "C11H10NO2", "method": "ωB97M-V with the def2-TZVPD basis set", "e_lumo_ev": [3.38, 3.38], "e_above_lowest_kcal_mol": 0.0, "charge": -1, "orbital_gap_ev": [8.463, 8.464], "energy_ha": -630.34903, "largest_force_ev_per_a": 2.7, "symbols": ["C", "C", "C", "C", "C", "C", "C", "C", "C", "C", "C", "N", "O", "O", "H", "H", "H", "H", "H", "H", "H", "H", "H", "H"], "positions_angstrom": [[1.32, 2.94, 1.79], [0.64, 2.27, 1.06], [1.49, -2.76, 0.36], [0.81, -2.12, 1.38], [1.54, -2.18, -0.90], [0.16, -0.92, 1.14], [0.90, -0.98, -1.14], [0.18, -0.34, -0.13], [-2.90, -0.07, 0.29], [-0.13, 1.72, -1.60], [-0.56, 0.89, -0.41], [-1.83, 1.01, 0.00], [-4.00, 0.39, 0.02], [-2.49, -1.13, 0.70], [1.87, 3.57, 2.45], [1.98, -3.71, 0.54], [0.77, -2.56, 2.36], [2.07, -2.67, -1.70], [-0.36, -0.41, 1.94], [0.94, -0.56, -2.13], [-0.50, 1.26, -2.52], [-0.56, 2.72, -1.53], [0.95, 1.81, -1.64], [-2.30, 1.85, -0.32]]}


Record 2
{"formula": "C33H70NO15", "method": "ωB97M-V with the def2-TZVPD basis set", "e_lumo_ev": -1.75, "e_above_lowest_kcal_mol": 58.3, "charge": 1, "orbital_gap_ev": 10.012, "energy_ha": -2482.02308, "largest_force_ev_per_a": 9.9, "symbols": ["N", "H", "H", "H", "H", "O", "C", "O", "C", "C", "C", "H", "H", "H", "H", "H", "H", "H", "H", "O", "C", "O", "C", "C", "C", "H", "H", "H", "H", "H", "H", "H", "H", "O", "C", "O", "C", "C", "C", "H", "H", "H", "H", "H", "H", "H", "H", "O", "C", "O", "C", "C", "C", "H", "H", "H", "H", "H", "H", "H", "H", "O", "C", "O", "C", "C", "C", "H", "H", "H", "H", "H", "H", "H", "H", "O", "C", "O", "C", "C", "C", "H", "H", "H", "H", "H", "H", "H", "H", "C", "C", "O", "C", "H", "H", "H", "H", "H", "H", "C", "C", "O", "C", "H", "H", "H", "H", "H", "H", "C", "C", "O", "C", "H", "H", "H", "H", "H", "H"], "positions_angstrom": [[-0.78, 0.23, -0.37], [-1.53, 0.81, -0.09], [-0.83, -0.53, 0.35], [0.06, 0.82, -0.41], [-0.59, -0.20, -1.35], [0.54, -3.76, 4.71], [0.69, -4.56, 3.75], [-0.10, -4.57, 2.61], [-1.11, -3.59, 2.27], [-1.77, -3.99, 0.98], [1.85, -5.60, 3.84], [-0.80, -2.61, 2.12], [-1.65, -3.63, 3.25], [-2.58, -3.45, 1.19], [-1.76, -5.05, 1.24], [-1.25, -3.91, 0.07], [2.66, -5.06, 4.35], [2.08, -5.62, 2.78], [1.70, -6.71, 4.08], [-1.87, -0.31, 2.45], [-2.26, 0.20, 3.52], [-1.63, 0.20, 4.76], [-0.23, -0.09, 4.81], [0.22, 0.14, 6.13], [-3.74, 0.68, 3.52], [0.44, 0.65, 4.09], [-0.42, -1.13, 4.39], [-0.13, 1.18, 6.52], [1.33, -0.09, 6.01], [-0.23, -0.89, 6.69], [-4.20, 0.55, 2.62], [-3.57, 1.66, 3.82], [-4.21, -0.01, 4.29], [-0.80, -2.00, -2.48], [0.01, -2.20, -3.41], [0.05, -1.68, -4.62], [-0.79, -0.62, -4.94], [-0.55, -0.06, -6.31], [1.02, -3.35, -3.13], [-0.73, 0.08, -4.11], [-1.94, -1.08, -5.12], [-1.45, 0.79, -6.57], [-0.48, -0.74, -7.10], [0.46, 0.62, -6.75], [1.93, -2.85, -2.63], [1.21, -3.72, -4.25], [0.75, -4.02, -2.39], [1.74, 2.06, 1.54], [2.88, 2.19, 2.05], [4.04, 1.68, 1.43], [3.71, 1.06, 0.14], [5.15, 0.67, -0.24], [3.06, 2.90, 3.32], [3.48, 1.83, -0.54], [3.18, 0.21, 0.23], [5.82, 1.39, 0.11], [5.03, 0.50, -1.19], [5.48, -0.11, 0.24], [2.26, 2.65, 3.77], [3.24, 4.04, 3.10], [4.03, 2.33, 3.67], [-1.29, 2.34, -3.11], [-0.84, 3.42, -3.45], [0.13, 4.16, -2.68], [0.40, 3.84, -1.45], [1.19, 4.91, -0.79], [-0.94, 3.84, -4.93], [1.09, 2.99, -1.48], [-0.51, 3.55, -1.04], [2.02, 5.06, -1.22], [1.55, 4.79, 0.30], [0.62, 5.86, -0.63], [-1.09, 3.04, -5.69], [-0.12, 4.46, -5.16], [-2.06, 4.40, -4.93], [-3.54, -0.86, -0.26], [-4.23, -1.04, -1.30], [-5.34, -1.66, -1.29], [-5.87, -2.28, -0.16], [-7.09, -3.14, -0.54], [-3.74, -0.54, -2.64], [-6.03, -1.35, 0.65], [-5.16, -2.85, 0.32], [-7.60, -3.74, 0.22], [-6.73, -4.04, -1.12], [-7.86, -2.68, -1.14], [-3.30, 0.43, -2.73], [-4.51, -0.49, -3.34], [-2.80, -1.16, -3.15], [2.56, -1.73, 2.54], [2.15, -2.45, 1.13], [1.26, -1.86, 0.29], [2.97, -3.52, 0.58], [1.74, -1.05, 2.47], [3.63, -1.21, 2.37], [2.41, -2.38, 3.28], [3.26, -3.46, -0.34], [2.42, -4.47, 0.79], [4.05, -3.58, 1.00], [-0.48, 3.77, 3.57], [-1.25, 3.82, 2.26], [-1.54, 2.64, 1.62], [-1.50, 5.08, 1.52], [-1.14, 4.03, 4.43], [0.47, 4.51, 3.57], [-0.30, 2.76, 3.92], [-0.68, 5.75, 1.63], [-2.27, 5.40, 1.96], [-1.44, 5.03, 0.47], [2.85, 2.00, -4.36], [2.75, 0.76, -3.41], [1.85, 0.85, -2.49], [3.63, -0.45, -3.68], [3.87, 2.07, -4.47], [2.22, 2.82, -4.00], [2.62, 1.64, -5.33], [4.77, -0.30, -3.91], [3.22, -0.96, -4.57], [3.46, -1.05, -2.83]]}


Record 3
{"formula": "C5H14NP", "method": "ωB97M-V with the def2-TZVPD basis set", "e_lumo_ev": 0.82, "e_above_lowest_kcal_mol": 69.8, "orbital_gap_ev": 8.465, "energy_ha": -594.87586, "largest_force_ev_per_a": 3.9, "symbols": ["C", "P", "C", "C", "N", "C", "C", "H", "H", "H", "H", "H", "H", "H", "H", "H", "H", "H", "H", "H", "H"], "positions_angstrom": [[-0.86, -2.21, -0.03], [-0.07, -0.83, 0.36], [-0.39, -0.07, 2.06], [1.70, -1.29, 0.30], [0.02, 0.69, -1.07], [0.75, 1.86, -0.69], [-1.33, 0.98, -1.50], [-0.11, -2.66, -0.62], [-1.91, -2.29, -0.04], [-0.29, 1.01, 1.90], [-1.40, -0.17, 2.08], [0.12, -0.62, 2.82], [1.56, -2.37, 0.30], [2.23, -0.93, -0.61], [2.09, -0.81, 1.25], [1.75, 1.48, -0.35], [0.95, 2.34, -1.66], [0.38, 2.64, 0.00], [-1.73, 1.75, -0.75], [-1.41, 1.31, -2.61], [-2.05, 0.20, -1.15]]}


Record 4
{"formula": "C10H16", "method": "ωB97M-V with the def2-TZVPD basis set", "e_lumo_ev": 0.87, "e_above_lowest_kcal_mol": 16.5, "orbital_gap_ev": 9.863, "energy_ha": -390.60964, "largest_force_ev_per_a": 1.7, "symbols": ["C", "C", "C", "C", "C", "C", "C", "H", "H", "H", "H", "H", "H", "H", "H", "C", "C", "C", "H", "H", "H", "H", "H", "H", "H", "H"], "positions_angstrom": [[0.61, 2.55, -1.60], [-0.62, 1.80, -2.02], [-1.82, 2.14, -1.41], [-2.99, 1.45, -1.65], [-2.97, 0.37, -2.53], [-1.80, 0.12, -3.23], [-0.66, 0.88, -3.07], [0.75, 2.54, -0.52], [0.57, 3.56, -2.03], [1.55, 2.13, -1.97], [-1.83, 2.98, -0.74], [-3.88, 1.76, -1.14], [-3.84, -0.25, -2.68], [-1.73, -0.78, -3.83], [0.26, 0.69, -3.61], [2.82, -1.73, 3.48], [1.76, -1.81, 2.36], [0.47, -2.50, 2.78], [2.64, -0.85, 4.10], [3.83, -1.58, 3.13], [2.59, -2.60, 4.09], [1.58, -0.81, 1.95], [2.18, -2.21, 1.42], [0.08, -1.99, 3.65], [-0.27, -2.33, 2.01], [0.70, -3.53, 3.04]]}


Record 5
{"formula": "C4H7NO", "method": "ωB97M-V with the def2-TZVPD basis set", "e_lumo_ev": 0.92, "e_above_lowest_kcal_mol": 82.9, "orbital_gap_ev": 10.154, "energy_ha": -286.49961, "largest_force_ev_per_a": 0.8, "symbols": ["C", "C", "C", "C", "N", "O", "H", "H", "H", "H", "H", "H", "H"], "positions_angstrom": [[-0.14, 0.76, 1.20], [0.13, -0.74, 1.27], [0.21, -1.31, -0.15], [-0.07, -0.54, -1.18], [-0.56, 0.25, -1.99], [0.34, 1.15, -2.58], [0.00, 1.31, 2.13], [-1.14, 0.94, 0.80], [0.52, 1.21, 0.45], [1.06, -0.96, 1.81], [-0.66, -1.27, 1.83], [0.51, -2.34, -0.32], [-0.21, 1.54, -3.27]]}


Record 6
{"formula": "C14H10CrF5NO", "method": "ωB97M-V with the def2-TZVPD basis set", "e_lumo_ev": [5.15, 5.14], "spin_multiplicity": 5, "charge": -2, "orbital_gap_ev": [3.327, 4.020], "energy_ha": -2212.87283, "largest_force_ev_per_a": 6.1, "symbols": ["C", "C", "C", "C", "C", "Cr", "C", "C", "C", "N", "H", "H", "H", "H", "H", "H", "H", "H", "H", "H", "F", "C", "C", "F", "C", "F", "C", "O", "C", "F", "C", "F"], "positions_angstrom": [[-0.90, -2.21, -2.42], [0.19, -1.28, -2.74], [-0.30, 0.08, -2.54], [-1.66, 0.01, -2.02], [-2.04, -1.42, -1.98], [-0.49, -1.10, -0.46], [2.33, -1.84, -0.02], [2.18, -2.96, 0.58], [1.64, -4.05, 1.12], [-2.08, -1.65, 0.46], [0.21, 0.96, -2.78], [1.13, -1.56, -3.16], [-2.32, 0.80, -1.82], [-2.96, -1.78, -1.64], [-0.88, -3.26, -2.49], [2.48, -1.73, -1.22], [-0.93, -2.71, 0.88], [2.01, -0.72, 0.37], [2.49, -4.68, 1.24], [0.75, -4.40, 1.46], [0.41, 5.25, 2.97], [0.17, 4.11, 2.29], [1.08, 3.04, 2.40], [2.18, 3.16, 3.18], [0.83, 1.88, 1.71], [1.66, 0.83, 1.89], [-0.32, 1.76, 0.88], [-0.61, 0.71, 0.25], [-1.19, 2.88, 0.77], [-2.28, 2.77, -0.02], [-0.96, 4.03, 1.47], [-1.81, 5.08, 1.37]]}


Question: Number 3 is which compound?
Answer: C5H14NP


Question: Which formula does entry 1 have?
Answer: C11H10NO2